Density functional theory data (wB97M-V/def2-TZVPD) for a gas-phase ion, C17H27N6O3 (charge +1).

Geometry (Å):
1 C -1.32178 -3.32747 3.31345
2 C -1.00325 -1.99913 2.63678
3 C -1.78164 -1.86066 1.32660
4 C -1.57734 -0.51626 0.60625
5 C -2.80578 -0.20040 -0.17642
6 N -2.93105 -0.54177 -1.44345
7 N -4.14385 -0.15471 -1.81565
8 N -4.75473 0.39547 -0.86360
9 N -3.95551 0.39572 0.21048
10 C -4.33870 1.02622 1.44416
11 C -3.52328 2.30894 1.68993
12 O -2.21898 2.03728 2.15647
13 C -2.09175 2.02508 3.56690
14 N -0.48547 -0.51921 -0.42536
15 C -0.16158 0.87191 -0.84487
16 C 0.79554 0.84349 -2.03333
17 N 1.99800 0.12090 -1.68986
18 C 3.13109 0.86483 -1.42019
19 O 3.08127 2.07827 -1.48914
20 C 4.39044 0.19664 -1.10808
21 C 5.58893 0.83252 -0.87564
22 C 6.54495 -0.17960 -0.66636
23 C 5.87285 -1.35919 -0.78549
24 O 4.57481 -1.15013 -1.04859
25 C 1.71431 -1.22822 -1.28711
26 C 0.76582 -1.22643 -0.07843
27 H -0.77452 -3.41371 4.24732
28 H -2.38351 -3.40584 3.53240
29 H -1.04185 -4.16261 2.67619
30 H -1.27834 -1.17959 3.30359
31 H 0.07133 -1.93725 2.46536
32 H -2.84419 -1.95145 1.56696
33 H -1.55731 -2.68752 0.64979
34 H -1.37043 0.27652 1.33388
35 H -5.39721 1.27028 1.34419
36 H -4.20123 0.32504 2.27190
37 H -4.06192 2.94330 2.40000
38 H -3.41585 2.85765 0.74903
39 H -1.03919 1.84918 3.77930
40 H -2.69536 1.23299 4.02182
41 H -2.38624 2.98695 3.99318
42 H -0.91972 -0.97690 -1.24954
43 H -1.07970 1.38967 -1.12116
44 H 0.29978 1.38938 -0.00098
45 H 1.08365 1.86504 -2.29373
46 H 0.31774 0.37029 -2.89740
47 H 5.73990 1.89196 -0.86665
48 H 7.58652 -0.05054 -0.45965
49 H 6.19559 -2.37886 -0.70725
50 H 2.62992 -1.75349 -1.02447
51 H 1.24245 -1.75956 -2.12328
52 H 1.23192 -0.70180 0.75874
53 H 0.54651 -2.25361 0.20868

Output
E_tot = -33142.3558 eV
total charge = +1
Kohn-Sham gap = 9.43 eV
SMILES = CCC[C@H](c1nnnn1CCOC)[NH+]1CCN(C(=O)c2ccco2)CC1
multiplicity = 1
LUMO level = -0.0798 Ha
max |F| = 1.68 eV Å⁻¹
relative energy (zero: lowest compared OMol25 entry of this formula, charge and spin) = 0.095 eV
HOMO level = -11.600 eV